(1)
C20H29N2O5P2PtS4 | ωB97M-V with the def2-TZVPD basis set

```
63
Properties=species:S:1:pos:R:3:forces:R:3
Pt -0.06680 -0.43900 -0.53573 -1.408 -1.810 2.445
C 2.53896 2.15630 0.73625 -0.053 -0.252 -0.182
P 0.81644 1.68842 0.33604 -0.674 0.089 0.197
C 0.04841 3.26983 -0.21902 0.115 -0.016 -0.079
C 0.02202 1.82364 2.02597 0.167 -0.266 -0.030
C 0.51549 2.65726 3.02633 0.039 0.068 0.032
C -0.14123 2.80190 4.23736 0.028 0.001 -0.048
C -1.32734 2.11984 4.46552 -0.057 -0.004 0.019
C -1.82873 1.28520 3.48206 -0.073 0.015 -0.046
C -1.15990 1.12687 2.26940 0.030 -0.114 0.196
P -1.78044 -0.02531 1.00007 0.895 0.356 -0.155
C -2.61951 -1.34052 1.94370 0.300 -0.096 -0.285
C -3.17355 0.92307 0.29033 0.180 -0.245 -0.261
H 2.60348 3.21916 0.97273 -0.053 0.009 -0.022
H 3.15679 1.94783 -0.13239 -0.017 -0.004 -0.029
H 2.87012 1.56180 1.58501 0.024 -0.041 0.059
H 0.04370 3.97543 0.61269 0.033 0.028 -0.009
H -0.97419 3.07773 -0.53672 -0.002 -0.012 -0.007
H 0.59676 3.67029 -1.06618 -0.001 -0.012 -0.014
H 1.44014 3.19620 2.86436 0.006 0.010 0.012
H 0.27476 3.44302 5.00493 0.000 0.004 -0.003
H -1.85516 2.23359 5.40401 0.012 -0.025 0.012
H -2.74889 0.74317 3.66175 -0.010 0.009 0.061
H -3.45906 -0.96477 2.52649 0.005 0.130 -0.035
H -1.88354 -1.81511 2.59088 -0.024 -0.039 -0.003
H -2.97968 -2.08629 1.23399 0.028 -0.031 0.008
H -3.76318 1.38111 1.08416 0.000 -0.048 0.046
H -3.79814 0.25366 -0.30223 -0.031 0.025 -0.026
H -2.77538 1.69170 -0.37093 0.004 -0.016 -0.013
O -3.62539 -5.72849 -4.60006 -0.128 -0.036 -0.048
C -3.30509 -6.24437 -3.38454 -0.076 -0.161 -0.036
O -3.62724 -7.37732 -3.13268 0.011 0.048 -0.046
C -2.55507 -5.36646 -2.46518 0.141 0.237 0.164
C -1.86530 -5.95794 -1.40385 -0.070 -0.106 -0.113
C -1.10458 -5.20377 -0.53984 -0.021 0.154 -0.028
C -1.00395 -3.80825 -0.69336 -0.192 -0.167 -0.113
S -0.01602 -2.90552 0.40866 -0.170 1.369 -0.824
C -1.73380 -3.21363 -1.73495 0.024 0.000 0.108
C -2.48829 -3.97632 -2.60082 -0.044 -0.247 -0.056
H -3.24929 -4.84706 -4.69724 0.081 0.018 0.041
H -1.93301 -7.03216 -1.29161 0.007 -0.009 0.026
H -0.56634 -5.67567 0.27218 0.016 -0.042 -0.013
H -1.67806 -2.13874 -1.85799 0.007 -0.022 -0.053
H -3.05029 -3.46377 -3.37568 0.029 0.044 0.001
O 0.76898 1.48200 -4.14433 -0.261 -0.184 -0.155
S 0.60650 1.05677 -2.77371 0.841 1.222 -1.294
O -0.77622 1.20925 -2.26196 0.130 0.021 -0.241
O 1.60406 1.72687 -1.90152 -0.183 0.134 -0.382
S 1.03294 -0.93480 -2.62920 -0.191 0.098 0.885
C 4.84391 -1.97678 3.38882 -0.011 -0.011 -0.012
N 4.29820 -2.06846 2.05380 0.102 -0.070 -0.207
C 3.12685 -1.49752 1.66656 -0.031 0.066 -0.011
S 2.04047 -0.86059 2.77856 -0.180 0.209 0.162
N 2.88781 -1.48288 0.35152 -0.505 0.149 -0.272
C 3.60774 -2.30070 -0.59683 0.056 0.002 0.043
H 5.36261 -2.90252 3.63913 0.004 -0.009 -0.005
H 4.02141 -1.81788 4.08013 0.019 -0.031 0.030
H 5.54220 -1.13923 3.48221 -0.026 -0.001 0.018
H 4.94160 -2.31591 1.31982 -0.030 -0.008 0.038
H 1.96017 -1.11663 0.01936 1.074 -0.395 0.665
H 3.60853 -3.35202 -0.29129 0.032 0.005 0.002
H 4.63879 -1.95371 -0.72407 0.010 -0.029 -0.087
H 3.09795 -2.21805 -1.55211 0.073 0.040 -0.027
```
Positions in Å, forces in eV/Å.

* maximum force: 3.4 eV Å⁻¹
* total charge: -1
* ΔE to the lowest compared entry with this formula, charge and spin: 147.6 kJ/mol
* E: -3660.198645 Ha
* gap between HOMO and LUMO: 6.719 eV
* LUMO energy: 2.1 eV
* HOMO energy: -0.169 Eh

Atom charges from the Mulliken analysis, given in e for atoms 1 to 8: Pt 1.672; C -1.626; P 1.092; C -1.394; C -0.170; C -0.522; C -0.810; C -0.807

=====

(2)
C2H2NO2 | ωB97M-V with the def2-TZVPD basis set

```
7
Properties=species:S:1:pos:R:3:forces:R:3
C 0.03200 -1.12214 -0.23885 -1.189 -3.304 -0.014
C 0.06033 1.37142 0.26181 -0.626 -0.075 -3.854
N 0.09004 -0.20337 -1.04710 0.491 2.909 1.083
O 0.10369 0.92188 1.35236 0.192 0.413 1.483
O -0.06518 2.31742 -0.49189 0.326 -0.264 1.482
H -0.05177 -2.14371 -0.71207 0.246 -0.146 0.589
H -0.16911 -1.14150 0.87572 0.561 0.468 -0.768
```
Positions in Å, forces in eV/Å.

* maximum force: 3.9 eV Å⁻¹
* total charge: -1
* ΔE to the lowest compared entry with this formula, charge and spin: 105.0 kJ/mol
* E: -282.651307 Ha
* gap between HOMO and LUMO: 7.089 eV
* LUMO energy: 4.5 eV
* HOMO energy: -0.096 Eh

Charges computed using Mulliken, reported in e: C -0.387; C 0.646; N -0.580; O -0.519; O -0.582; H 0.256; H 0.166

=====

(3)
C5H13NO3 | ωB97M-V with the def2-TZVPD basis set

```
22
Properties=species:S:1:pos:R:3:forces:R:3
C -1.36160 0.09070 -1.24059 -0.084 0.013 -0.188
C -0.83104 0.74849 0.03219 0.143 0.090 -0.062
C -1.94135 0.95981 1.05720 0.142 -0.257 0.330
O -2.88490 1.87795 0.54199 -0.043 0.107 -0.244
C 0.29238 -0.05624 0.68527 0.268 -0.008 0.478
N 1.51876 -0.04328 -0.10559 0.439 -0.813 -0.105
C 2.72503 -0.62358 0.40683 -0.070 2.830 2.342
O 2.89271 -0.89701 1.59382 -0.617 -0.512 -2.381
H -1.75256 -0.91444 -1.02007 0.100 0.230 -0.052
H -2.17300 0.68860 -1.67360 0.165 -0.158 0.138
H -0.58130 -0.00503 -2.00854 -0.141 -0.012 0.217
H -0.42962 1.74544 -0.21885 -0.127 -0.144 0.072
H -2.42424 -0.00878 1.28028 0.143 0.166 -0.055
H -1.50782 1.34230 1.99702 -0.065 -0.092 -0.212
H -3.63755 1.92594 1.13603 -0.006 -0.008 0.032
H 0.50931 0.34219 1.68770 -0.122 -0.141 -0.117
H -0.00898 -1.10852 0.80145 0.007 0.247 0.094
H 1.68036 0.78444 -0.66937 0.023 -0.218 0.048
H 3.56906 -0.37983 -0.26982 -0.225 -0.711 0.040
H 1.41877 -1.62697 -1.15999 3.301 -3.298 0.411
O 2.17991 -2.46455 -1.04063 -3.180 2.702 -0.640
H 2.74767 -2.37764 -1.81275 -0.051 -0.014 -0.147
```
Positions in Å, forces in eV/Å.

* maximum force: 4.7 eV Å⁻¹
* ΔE to the lowest compared entry with this formula, charge and spin: 178.1 kJ/mol
* E: -478.747565 Ha
* gap between HOMO and LUMO: 10.397 eV
* LUMO energy: 0.7 eV
* SMILES string: C[C@@H](CO)CNC=O.O
* HOMO energy: -0.358 Eh

Atom charges from the Mulliken analysis, given in e for atoms 1 to 8: C -1.456; C 0.695; C -0.798; O -0.515; C -0.851; N -0.251; C 0.175; O -0.531

=====

(4)
C4H4NO | ωB97M-V with the def2-TZVPD basis set

```
10
Properties=species:S:1:pos:R:3:forces:R:3
C -0.02591 1.26986 0.34626 -0.262 1.445 0.641
C -0.70956 0.19961 0.74130 -1.066 0.038 2.765
C 0.88771 0.85926 -0.70640 -1.464 -2.740 1.668
C -0.28926 -1.03415 0.08842 0.526 -0.319 -0.421
N -0.48262 -2.22468 0.00970 -1.910 3.598 3.296
O 0.93047 -0.37092 -0.94314 -1.128 0.535 0.216
H -0.10365 2.29672 0.82569 0.105 -1.473 -1.082
H -1.44848 0.24886 1.63645 1.265 -0.542 -1.930
H 1.52374 1.44465 -1.21897 2.236 2.267 -1.797
H -0.28245 -2.68921 -0.77931 1.698 -2.810 -3.357
```
Positions in Å, forces in eV/Å.

* maximum force: 5.2 eV Å⁻¹
* total charge: +1
* ΔE to the lowest compared entry with this formula, charge and spin: 18.1 kJ/mol
* E: -284.449187 Ha
* gap between HOMO and LUMO: 9.521 eV
* LUMO energy: -7.1 eV
* HOMO energy: -0.610 Eh

Atom charges from the Mulliken analysis, given in e for atoms 1 to 8: C -0.206; C -0.167; C -0.031; C 0.432; N -0.342; O -0.290; H 0.367; H 0.390

=====

(5)
C2H2IN3 | ωB97M-V with the def2-TZVPD basis set

```
8
Properties=species:S:1:pos:R:3:forces:R:3
C -0.27833 0.37992 0.21125 1.053 -0.562 -1.474
C 0.94280 -0.89242 -0.87514 0.154 0.212 -2.128
N 0.78924 -0.47101 0.32258 -2.066 1.555 2.691
N 0.21151 -0.37577 -1.82454 -0.707 -0.019 -0.938
N -0.60046 0.47107 -1.12876 0.895 -0.587 3.543
I 1.19452 -1.02621 3.68146 -0.017 0.029 -0.178
H -0.81582 0.94938 0.97989 0.550 -0.444 -0.298
H -1.44345 0.96503 -1.36672 0.138 -0.185 -1.217
```
Positions in Å, forces in eV/Å.

* maximum force: 3.7 eV Å⁻¹
* ΔE to the lowest compared entry with this formula, charge and spin: 325.3 kJ/mol
* E: -539.235965 Ha
* gap between HOMO and LUMO (spin up / spin down): 8.881 / 6.864 eV
* LUMO energy (spin up / spin down): -1.1 / -2.8 eV
* HOMO energy (spin up / spin down): -0.367 / -0.355 Eh

Charges computed using Mulliken, reported in e: C -0.182; C 0.366; N -0.311; N -0.614; N 0.156; I 0.004; H 0.334; H 0.246

=====

(6)
C3H16N6 | ωB97M-V with the def2-TZVPD basis set

```
25
Properties=species:S:1:pos:R:3:forces:R:3
C -1.45203 -0.94071 -0.60184 0.019 0.047 0.021
N -2.12580 -0.28621 0.51580 0.065 0.078 -0.115
N -2.67381 0.99147 0.16536 0.152 -0.002 0.022
N -1.20486 -0.14744 1.58792 0.112 0.122 -0.050
N -2.43790 -1.23149 -1.63166 -0.004 -0.030 0.058
H -3.38956 0.81637 -0.53253 0.085 -0.016 0.031
H -1.76001 0.07959 2.40621 0.051 -0.041 -0.062
H -0.58858 0.65663 1.39990 -0.274 -0.095 -0.094
H -1.94197 1.56791 -0.26819 -0.056 -0.169 0.045
H -3.08386 -1.94255 -1.30714 0.056 0.000 -0.012
H -1.99242 -1.56548 -2.47731 -0.038 0.036 0.053
H -0.95653 -1.82627 -0.18296 -0.078 0.089 -0.008
H -0.68728 -0.28368 -1.04869 -0.070 -0.017 0.052
C 1.88009 1.47618 0.72529 -0.932 0.327 -0.754
C 2.34768 -1.23948 0.19671 -0.064 0.087 -0.166
N 2.35747 0.12670 -0.34434 -1.407 0.582 -0.436
N 0.74244 1.84954 0.06282 0.196 0.457 0.921
H 3.20057 0.32314 -0.87699 -0.129 0.052 -0.129
H 0.81776 2.77226 -0.35655 0.270 -0.192 -0.102
H 1.41462 0.48912 -0.84389 2.011 -1.075 0.630
H 2.77248 2.10956 0.73816 -0.080 0.029 0.083
H 1.73323 0.93503 1.66366 0.213 -0.280 -0.102
H 1.40141 -1.37989 0.72136 0.074 -0.069 0.010
H 3.17848 -1.37156 0.89061 -0.071 0.052 0.014
H 2.44838 -1.97873 -0.60172 -0.100 0.029 0.088
```
Positions in Å, forces in eV/Å.

* maximum force: 2.4 eV Å⁻¹
* E: -452.278018 Ha
* gap between HOMO and LUMO: 8.604 eV
* LUMO energy: 0.7 eV
* HOMO energy: -0.291 Eh

Atom charges from the Mulliken analysis, given in e for atoms 1 to 8: C 0.078; N 0.002; N -0.766; N -0.471; N -0.584; H 0.308; H 0.283; H 0.200

=====

Question: The highest maximum force belongs to which entry?
Answer: C4H4NO

=====

Question: Among the records above, which one has the highest maximum force?
Answer: C4H4NO

=====

Question: The highest E belongs to which entry?
Answer: C2H2NO2